{"formula": "C19H29NO2S", "method": "the ωB97M-V functional and the def2-TZVPD basis", "lumo_ev": 0.64, "total_charge": 0, "homo_lumo_gap_ev": 9.244, "smiles": "CSCCC(=O)N1CCC[C@](CO)(CCCc2ccccc2)C1", "symbols": ["C", "S", "C", "C", "C", "O", "N", "C", "C", "C", "C", "C", "O", "C", "C", "C", "C", "C", "C", "C", "C", "C", "C", "H", "H", "H", "H", "H", "H", "H", "H", "H", "H", "H", "H", "H", "H", "H", "H", "H", "H", "H", "H", "H", "H", "H", "H", "H", "H", "H", "H", "H"], "xyz": [[-7.97, -1.81, 0.54], [-7.02, -0.31, 0.92], [-5.52, -0.70, -0.03], [-4.51, 0.43, 0.11], [-3.25, 0.10, -0.67], [-3.12, -0.96, -1.25], [-2.30, 1.06, -0.72], [-2.20, 2.23, 0.12], [-1.17, 1.97, 1.23], [0.17, 1.54, 0.64], [0.05, 0.39, -0.37], [-0.35, -0.93, 0.34], [-0.58, -1.99, -0.54], [1.35, 0.17, -1.16], [2.62, 0.06, -0.32], [3.83, -0.29, -1.20], [5.07, -0.40, -0.36], [5.89, 0.70, -0.15], [7.01, 0.61, 0.65], [7.33, -0.59, 1.26], [6.52, -1.70, 1.07], [5.40, -1.60, 0.27], [-1.04, 0.77, -1.39], [-8.92, -1.72, 1.06], [-7.43, -2.68, 0.90], [-8.13, -1.87, -0.53], [-5.80, -0.83, -1.07], [-5.10, -1.63, 0.35], [-4.95, 1.36, -0.26], [-4.27, 0.57, 1.17], [-3.17, 2.48, 0.55], [-1.87, 3.07, -0.50], [-1.04, 2.88, 1.81], [-1.55, 1.20, 1.90], [0.84, 1.25, 1.45], [0.62, 2.39, 0.12], [0.48, -1.25, 0.98], [-1.22, -0.77, 0.98], [-1.45, -1.86, -0.96], [1.23, -0.76, -1.73], [1.48, 0.99, -1.87], [2.51, -0.72, 0.44], [2.83, 1.00, 0.20], [3.64, -1.24, -1.70], [3.96, 0.48, -1.95], [5.65, 1.64, -0.63], [7.65, 1.47, 0.79], [8.21, -0.67, 1.89], [6.76, -2.64, 1.55], [4.77, -2.47, 0.12], [-1.21, -0.04, -2.10], [-0.74, 1.66, -1.94]]}